[1]
DFT (ωB97M-V/def2-TZVPD) results for a single C19H22BrN7O4 molecule.

The spin multiplicity is 1. As for the LUMO energy: 0.48 eV. The value obtained for the frontier orbital gap is 8.259 eV. The SMILES is Brc1cc2c(cc1/C=N/Nc1nc(N3CCOCC3)nc(N3CCOCC3)n1)OCO2. The total energy comes out at -3995.4762 a.u.

Last column: Mulliken charge in e.
Cartesian coordinates (Å):
Br -2.14 3.69 -0.66  -0.204
C -0.61 4.61 -0.01  0.243
C -0.68 6.01 -0.06  -1.065
C 0.41 6.69 0.41  0.931
C 1.53 6.02 0.90  0.701
C 1.59 4.65 0.95  -1.201
C 0.49 3.92 0.47  0.763
C 0.54 2.47 0.51  -0.159
N 1.57 1.90 1.00  -0.872
N 1.73 0.58 1.09  0.168
C 0.94 -0.47 0.70  0.355
N 1.45 -1.65 1.04  -0.431
C 0.71 -2.71 0.68  0.427
N 1.14 -3.93 1.04  -0.001
C 0.52 -5.13 0.54  -0.457
C 1.47 -5.80 -0.46  -0.587
O 2.74 -6.04 0.11  -0.391
C 3.33 -4.85 0.56  -0.552
C 2.45 -4.14 1.60  -0.657
N -0.45 -2.63 0.02  -0.326
C -0.85 -1.39 -0.27  0.108
N -2.00 -1.25 -0.94  0.217
C -2.84 -2.38 -1.27  -0.385
C -4.29 -1.93 -1.26  -0.634
O -4.56 -0.94 -2.23  -0.374
C -3.45 -0.10 -2.50  -0.618
C -2.51 0.05 -1.32  -0.406
N -0.19 -0.27 0.05  -0.239
O 2.47 6.94 1.30  -0.489
C 1.90 8.20 1.04  -0.231
O 0.61 8.04 0.48  -0.482
H -1.55 6.52 -0.44  0.497
H 2.45 4.12 1.32  0.467
H -0.31 1.91 0.12  0.036
H 2.59 0.30 1.55  0.323
H 0.35 -5.81 1.38  0.289
H -0.42 -4.87 0.06  0.260
H 1.58 -5.15 -1.35  0.325
H 1.09 -6.78 -0.77  0.378
H 3.50 -4.17 -0.30  0.322
H 4.30 -5.13 0.99  0.365
H 2.36 -4.78 2.48  0.287
H 2.87 -3.17 1.87  0.429
H -2.67 -3.16 -0.52  0.394
H -2.57 -2.79 -2.25  0.132
H -4.96 -2.77 -1.49  0.346
H -4.55 -1.56 -0.26  0.298
H -2.89 -0.50 -3.36  0.297
H -3.86 0.87 -2.78  0.327
H -3.04 0.52 -0.48  0.197
H -1.67 0.70 -1.59  0.391
H 1.82 8.77 1.98  0.241
H 2.54 8.76 0.33  0.243


[2]
DFT (ωB97M-V/def2-TZVPD) results for a gas-phase ion, C19H22Cl2N5S (charge +1).

The spin multiplicity is 1. The energy relative to the best compared isomer or geometry (same formula, charge and spin) comes out at 0.34 kcal/mol. As for the LUMO energy: -2.47 eV. As for the charge: +1. The value obtained for the frontier orbital gap is 8.779 eV. The SMILES is C[NH+](C)CCCn1c(SCc2c(Cl)cccc2Cl)nnc1-c1ccncc1. The total energy comes out at -2329.3406 a.u.

Last column: Mulliken charge in e.
Cartesian coordinates (Å):
C 1.38 -2.15 -3.08  -0.888
N 1.04 -2.21 -1.65  0.882
C 1.80 -3.28 -0.98  -0.816
C -0.41 -2.37 -1.42  -0.423
C -1.23 -1.17 -1.92  -0.561
C -2.40 -0.86 -0.98  -1.301
N -1.92 -0.55 0.34  0.251
C -1.08 0.48 0.66  0.276
S -0.71 1.78 -0.43  -0.129
C 0.59 2.62 0.56  -1.239
C 1.86 2.71 -0.22  -0.400
C 2.66 1.60 -0.47  1.157
Cl 2.18 0.05 0.18  -0.183
C 3.84 1.65 -1.19  -0.864
C 4.25 2.88 -1.69  -0.399
C 3.48 4.01 -1.48  -0.704
C 2.30 3.92 -0.76  0.573
Cl 1.38 5.36 -0.54  -0.219
N -0.61 0.33 1.87  -0.270
N -1.12 -0.80 2.37  -0.811
C -1.91 -1.34 1.48  0.434
C -2.67 -2.56 1.68  0.762
C -3.99 -2.69 1.26  -0.311
C -4.64 -3.90 1.51  -0.518
N -4.07 -4.91 2.13  -0.579
C -2.83 -4.77 2.56  -0.390
C -2.08 -3.62 2.36  -0.577
H 0.85 -1.33 -3.56  0.362
H 2.45 -2.00 -3.21  0.363
H 1.10 -3.08 -3.57  0.390
H 1.34 -1.31 -1.20  -0.608
H 1.61 -3.26 0.09  0.334
H 2.87 -3.13 -1.14  0.353
H 1.52 -4.25 -1.38  0.399
H -0.56 -2.49 -0.35  0.184
H -0.74 -3.30 -1.91  0.399
H -0.59 -0.28 -1.96  0.444
H -1.63 -1.35 -2.92  0.511
H -2.96 -0.01 -1.37  0.264
H -3.07 -1.72 -0.91  0.542
H 0.69 2.02 1.47  0.521
H 0.22 3.61 0.81  0.661
H 4.43 0.77 -1.34  0.440
H 5.17 2.94 -2.25  0.398
H 3.80 4.96 -1.88  0.444
H -4.52 -1.88 0.80  0.592
H -5.66 -4.05 1.20  0.386
H -2.41 -5.62 3.08  0.394
H -1.07 -3.53 2.74  0.478


[3]
DFT (ωB97M-V/def2-TZVPD) results for a single C19H22ClN3O molecule.

The spin multiplicity is 1. The energy relative to the best compared isomer or geometry (same formula, charge and spin) comes out at 0.85 kcal/mol. As for the LUMO energy: 0.60 eV. The value obtained for the frontier orbital gap is 8.302 eV. The SMILES is Cc1cccc(N2CCN(C(=O)NCc3ccc(Cl)cc3)CC2)c1. The total energy comes out at -1436.9490 a.u.

Last column: Mulliken charge in e.
Cartesian coordinates (Å):
C -6.07 -1.95 1.47  -1.492
C -5.15 -1.37 0.43  0.673
C -5.67 -0.88 -0.77  -0.547
C -4.82 -0.36 -1.72  -0.954
C -3.46 -0.29 -1.49  -0.604
C -2.91 -0.76 -0.30  0.972
N -1.54 -0.78 -0.04  0.051
C -0.60 -0.42 -1.08  -1.047
C -0.33 1.10 -1.09  -0.655
N 0.17 1.49 0.21  0.088
C 1.44 1.84 0.57  0.773
O 1.74 2.07 1.73  -0.701
N 2.34 2.01 -0.46  -0.125
C 3.73 2.27 -0.15  -1.431
C 4.54 1.00 -0.10  0.496
C 5.43 0.68 -1.12  -0.349
C 6.14 -0.52 -1.09  -0.670
C 5.93 -1.40 -0.04  0.402
Cl 6.80 -2.89 0.01  -0.221
C 5.04 -1.09 0.98  -0.817
C 4.35 0.10 0.94  -0.113
C -0.77 1.15 1.27  -1.043
C -1.05 -0.36 1.25  -0.773
C -3.79 -1.31 0.64  -0.362
H -5.51 -2.51 2.21  0.353
H -6.80 -2.60 1.01  0.385
H -6.61 -1.15 1.97  0.304
H -6.74 -0.92 -0.95  0.414
H -5.22 0.02 -2.65  0.375
H -2.83 0.14 -2.26  0.297
H -0.96 -0.76 -2.05  0.550
H 0.34 -0.94 -0.86  0.399
H 0.37 1.37 -1.88  0.266
H -1.27 1.64 -1.26  0.376
H 2.18 1.55 -1.34  0.286
H 3.74 2.76 0.83  0.420
H 4.13 2.96 -0.90  0.459
H 5.59 1.37 -1.93  0.342
H 6.84 -0.76 -1.87  0.412
H 4.89 -1.79 1.79  0.421
H 3.65 0.35 1.73  0.518
H -0.33 1.46 2.22  0.511
H -1.70 1.70 1.10  0.324
H -1.77 -0.60 2.03  0.338
H -0.12 -0.90 1.46  0.352
H -3.39 -1.72 1.56  0.348


[4]
DFT (ωB97M-V/def2-TZVPD) results for a single C19H22ClN3O4S molecule.

The spin multiplicity is 1. The energy relative to the best compared isomer or geometry (same formula, charge and spin) comes out at 24.07 kcal/mol. As for the LUMO energy: 0.52 eV. The value obtained for the frontier orbital gap is 9.416 eV. The SMILES is COc1ccc(S(=O)(=O)N2CCC[C@@H](C(=O)NCc3ccccn3)C2)cc1Cl. The total energy comes out at -2060.8320 a.u.

Last column: Mulliken charge in e.
Cartesian coordinates (Å):
C 5.33 -2.25 0.94  -0.828
O 4.19 -3.07 0.99  -0.455
C 3.00 -2.74 0.45  0.514
C 2.05 -3.76 0.54  -0.721
C 0.77 -3.62 0.05  -0.774
C 0.42 -2.43 -0.57  -0.127
S -1.27 -2.22 -1.15  1.417
O -1.29 -1.10 -2.06  -0.693
O -1.77 -3.48 -1.60  -0.788
N -1.99 -1.87 0.32  0.255
C -3.34 -2.36 0.53  -0.954
C -4.39 -1.44 -0.10  -0.451
C -4.21 0.00 0.39  -1.122
C -2.79 0.45 0.06  0.986
C -2.46 1.85 0.56  -0.153
O -2.87 2.30 1.61  -0.692
N -1.63 2.52 -0.26  -0.091
C -0.94 3.73 0.13  -0.886
C 0.52 3.65 -0.25  0.570
C 1.45 4.54 0.27  -0.819
C 2.77 4.44 -0.15  -0.246
C 3.11 3.45 -1.06  -0.651
C 2.10 2.61 -1.52  -0.422
N 0.85 2.70 -1.12  -0.261
C -1.80 -0.51 0.74  -1.378
C 1.33 -1.41 -0.69  -0.614
C 2.61 -1.54 -0.18  0.685
Cl 3.64 -0.15 -0.35  -0.223
H 5.61 -2.01 -0.09  0.346
H 6.12 -2.84 1.40  0.232
H 5.20 -1.33 1.51  0.345
H 2.36 -4.67 1.02  0.411
H 0.04 -4.41 0.12  0.463
H -3.38 -3.35 0.08  0.467
H -3.50 -2.43 1.61  0.389
H -5.39 -1.80 0.15  0.417
H -4.28 -1.47 -1.19  0.350
H -4.93 0.66 -0.10  0.435
H -4.37 0.06 1.46  0.297
H -2.62 0.40 -1.02  0.424
H -1.22 2.06 -1.06  0.414
H -1.39 4.60 -0.36  0.232
H -1.06 3.86 1.21  0.431
H 1.14 5.30 0.97  0.412
H 3.52 5.11 0.24  0.415
H 4.12 3.34 -1.41  0.424
H 2.31 1.83 -2.24  0.639
H -0.77 -0.23 0.51  0.334
H -1.93 -0.46 1.83  0.378
H 1.04 -0.50 -1.19  0.665


[5]
DFT (ωB97M-V/def2-TZVPD) results for 2 unconnected molecules or ions with the total composition C19H22F3N3O4S3.

The spin multiplicity is 1. The energy relative to the best compared isomer or geometry (same formula, charge and spin) comes out at 2.02 kcal/mol. As for the LUMO energy: -0.01 eV. The value obtained for the frontier orbital gap is 7.334 eV. The SMILES is O=S(=O)(c1ccccc1)N(SC(F)(F)F)S(=O)(=O)c1ccccc1.C=C1N(C)CCN1C. The total energy comes out at -2696.4911 a.u.

Last column: Mulliken charge in e.
Cartesian coordinates (Å):
O 0.99 0.79 4.52  -0.600
S 0.31 -0.38 4.05  1.159
O -1.12 -0.53 4.19  -0.605
C 1.00 -1.87 4.79  0.386
C 0.18 -2.56 5.69  -0.445
C 0.68 -3.67 6.38  -0.592
C 1.98 -4.11 6.15  -0.327
C 2.82 -3.40 5.28  -0.735
C 2.32 -2.27 4.61  -0.351
N 0.60 -0.34 2.27  -0.098
S -0.72 -0.55 1.20  -0.031
C -0.91 -2.39 1.30  0.701
F -1.92 -2.74 0.46  -0.236
F -1.22 -2.86 2.54  -0.176
F 0.22 -3.05 0.90  -0.229
S 2.13 0.28 1.64  1.235
O 2.09 1.72 1.59  -0.603
O 3.15 -0.40 2.40  -0.685
C 2.15 -0.41 -0.01  0.058
C 3.03 -1.45 -0.29  -0.510
C 2.97 -2.04 -1.55  -0.443
C 2.06 -1.58 -2.51  -0.846
C 1.29 -0.45 -2.25  -0.296
C 1.37 0.17 -1.01  0.018
H -0.85 -2.23 5.84  0.450
H 0.03 -4.18 7.10  0.361
H 2.35 -5.02 6.64  0.375
H 3.85 -3.70 5.12  0.386
H 2.96 -1.71 3.94  0.588
H 3.68 -1.83 0.49  0.455
H 3.63 -2.88 -1.78  0.376
H 1.98 -2.08 -3.49  0.391
H 0.61 -0.06 -3.00  0.274
H 0.81 1.08 -0.79  0.564
C -2.21 1.04 -2.43  -1.500
C -2.22 2.21 -3.19  1.162
N -3.33 2.89 -3.64  0.045
C -4.62 2.35 -3.89  -0.959
C -3.02 4.22 -4.12  -0.642
C -1.51 4.29 -4.01  -0.562
N -1.14 2.97 -3.57  0.117
C 0.22 2.55 -3.61  -0.802
H -1.26 0.59 -2.16  0.011
H -3.17 0.61 -2.16  0.207
H -4.67 1.32 -3.55  0.295
H -5.39 2.95 -3.38  0.299
H -4.86 2.37 -4.97  0.290
H -3.36 4.40 -5.15  0.355
H -3.50 4.96 -3.46  0.305
H -1.04 4.58 -4.96  0.383
H -1.22 5.04 -3.25  0.234
H 0.35 1.64 -4.22  0.273
H 0.82 3.34 -4.07  0.389
H 0.61 2.34 -2.60  0.133